No. 1
C7H17N2O3SSi | ωB97M-V/def2-TZVPD

```
31
Properties=species:S:1:pos:R:3:forces:R:3:lowdin_charge:R:1
C -2.612 0.604 1.177 -0.77 2.09 1.91 -0.123
C -3.614 -0.151 0.423 1.40 -1.81 0.45 -0.658
C -1.529 -3.002 -0.299 2.95 -0.94 3.19 -0.106
C 3.502 -0.781 0.453 -0.13 -1.42 0.45 -0.087
C -0.146 0.895 -2.401 0.08 -0.01 0.23 -0.077
C 1.843 3.403 0.661 -0.10 -1.61 0.24 -0.060
C -0.294 -0.184 1.344 1.97 0.53 -1.44 0.001
N -1.430 0.290 1.439 -0.93 -0.19 -0.07 0.075
N -0.641 -1.820 -0.334 1.32 -0.65 -0.14 -0.047
O 2.258 -0.344 -0.085 -1.33 0.39 -0.28 -0.181
O 0.156 1.298 -1.060 -0.07 -0.55 -1.33 -0.146
O 1.529 2.042 1.037 -0.63 -2.00 -0.70 -0.211
Si 1.028 0.724 0.149 1.80 1.14 2.10 0.334
S -5.088 0.275 0.038 -0.23 0.41 -0.16 0.851
H -2.977 1.429 1.817 -0.04 -0.06 -0.68 0.151
H -3.222 -1.184 0.390 -0.62 0.21 -0.67 0.041
H -1.735 -2.981 0.801 -0.44 -1.10 -0.81 0.091
H -2.370 -2.719 -0.780 -2.84 0.34 -1.71 0.023
H -1.146 -4.042 -0.612 -0.33 1.86 0.26 0.120
H 4.333 -0.187 0.204 0.63 1.46 -0.38 0.075
H 3.799 -1.758 0.071 -0.65 -0.12 -0.51 0.091
H 3.510 -0.955 1.523 -0.49 0.50 0.36 0.091
H -1.111 0.433 -2.484 -0.68 0.03 0.23 0.083
H 0.542 0.241 -2.871 1.16 -1.27 0.36 0.082
H -0.060 1.693 -3.093 -0.46 1.46 -0.11 0.086
H 1.643 3.930 1.556 0.04 0.97 0.73 0.075
H 1.133 3.707 -0.093 0.32 0.35 -0.55 0.082
H 2.911 3.422 0.429 -0.36 0.42 -0.39 0.099
H 0.126 -0.901 2.027 -0.38 -0.36 0.57 0.123
H 0.343 -2.044 -0.234 0.03 -0.43 0.00 0.077
H -0.681 -1.333 -1.196 -0.22 0.36 -1.12 0.045
```
Positions in Å, forces in eV/Å.

LUMO level   -5.1 eV
Kohn-Sham gap   7.6 eV
Total charge   +1

=====

No. 2
C2H2F4 | ωB97M-V/def2-TZVPD

```
8
Properties=species:S:1:pos:R:3:forces:R:3:lowdin_charge:R:1
C -0.385 -1.066 0.566 -3.55 -2.19 1.02 -0.373
C 2.799 0.132 0.160 -3.33 3.61 -0.73 -0.242
F -0.377 0.211 0.800 0.29 2.75 0.77 0.045
F 0.701 -1.389 -0.094 1.16 -0.85 -1.58 0.019
F 3.194 -0.246 1.286 1.64 -1.63 1.67 0.133
F 3.450 -0.383 -0.777 1.94 -1.77 -0.94 0.134
H -0.363 -1.647 1.524 -0.16 0.48 -0.57 0.132
H -1.403 -1.233 0.016 2.02 -0.41 0.36 0.152
```
Positions in Å, forces in eV/Å.

LUMO level   1.1 eV
Kohn-Sham gap   11.1 eV
Total charge   0

=====

No. 3
C9H8CaClN4O2SbSe4 | ωB97M-V/def2-TZVPD

```
30
Properties=species:S:1:pos:R:3:forces:R:3:lowdin_charge:R:1
Ca -0.075 0.094 1.762 0.03 -0.15 0.23 0.825
Cl -3.647 3.296 -4.206 0.00 0.01 0.02 0.585
C -2.933 2.833 -2.673 -0.01 0.15 0.07 -0.682
C -2.695 3.817 -1.696 -0.03 -0.13 -0.11 -0.118
C -2.134 3.471 -0.501 0.04 0.01 0.12 -0.016
C -1.757 2.124 -0.184 -0.01 0.08 -0.02 -0.376
O -1.218 1.866 0.942 0.00 -0.13 -0.16 -0.217
C -2.025 1.149 -1.201 0.06 0.13 0.21 -0.130
C -1.723 -0.252 -1.052 0.01 -0.17 -0.12 -0.232
O -1.197 -0.823 -0.096 0.02 0.25 -0.04 -0.145
C -2.605 1.535 -2.424 0.02 -0.16 -0.02 -0.080
H -2.957 4.847 -1.904 0.00 0.00 0.00 0.096
H -1.939 4.218 0.259 -0.01 0.00 -0.02 0.110
H -2.019 -0.865 -1.915 0.01 -0.05 -0.02 0.114
H -2.774 0.776 -3.180 0.01 0.00 0.00 0.111
N 1.498 -2.562 0.304 0.13 0.30 -0.21 0.175
C 2.637 -2.056 -0.209 -0.25 -0.20 -0.08 -0.552
N 3.776 -2.329 0.436 0.17 0.00 0.24 0.139
N 2.704 -1.363 -1.341 0.07 -0.08 0.17 0.083
C 1.597 -1.126 -2.003 0.01 0.26 -0.16 -0.421
N 0.683 -0.833 -2.662 -0.05 -0.14 0.01 0.102
H 1.507 -3.001 1.225 -0.04 0.01 0.01 0.006
H 0.633 -2.340 -0.164 -0.13 -0.17 0.13 0.070
H 3.696 -2.649 1.411 -0.01 0.05 -0.06 -0.063
H 4.533 -1.700 0.229 0.00 -0.01 -0.03 0.099
Se 1.972 -1.131 6.638 -0.01 -0.04 -0.08 -0.346
Sb 1.729 -1.656 4.282 0.00 0.09 -0.05 -0.374
Se 2.531 0.280 2.837 -0.15 -0.11 0.03 -0.273
Se 2.899 -3.672 3.475 -0.05 0.04 -0.03 -0.216
Se -0.697 -1.948 3.613 0.16 0.14 -0.03 -0.274
```
Positions in Å, forces in eV/Å.

LUMO level   3.8 eV
Kohn-Sham gap   5.5 eV
Total charge   -2

=====

No. 4
C3H3NO2 | ωB97M-V/def2-TZVPD

```
9
Properties=species:S:1:pos:R:3:forces:R:3:lowdin_charge:R:1
O 1.727 -0.196 0.255 -0.34 0.12 -0.14 0.093
C 0.938 0.651 -0.349 0.16 0.25 0.07 -0.203
C 0.433 1.816 -0.516 0.23 -0.12 -0.06 -0.109
O -0.630 1.116 0.016 -0.16 -0.02 0.19 -0.107
C -1.492 -1.707 0.421 1.01 -0.35 -0.04 -0.020
N -0.395 -2.057 0.393 -1.12 0.24 -0.03 0.083
H 1.397 -1.103 0.099 0.02 0.07 0.05 0.076
H 0.537 2.864 -0.762 0.02 -0.21 -0.05 0.114
H -2.514 -1.385 0.443 0.19 0.01 0.01 0.073
```
Positions in Å, forces in eV/Å.

LUMO level   0.9 eV
Kohn-Sham gap   8.8 eV
Total charge   0

=====

No. 5
C5H13NS | ωB97M-V/def2-TZVPD

```
20
Properties=species:S:1:pos:R:3:forces:R:3:lowdin_charge:R:1
C 0.060 1.247 -1.132 2.05 -0.36 0.46 -0.377
S 1.933 1.627 -1.187 -1.28 -0.17 0.20 0.671
C 2.413 1.284 -2.900 0.02 -0.23 -0.01 -0.466
H -0.057 0.178 -1.399 -0.20 0.63 0.49 0.034
H -0.423 1.877 -1.853 -0.35 0.36 -0.19 0.009
H -0.195 1.488 -0.070 -0.01 -0.43 -1.17 0.010
H 3.344 1.874 -3.053 -0.74 -0.48 -0.19 0.032
H 2.585 0.214 -3.086 0.23 0.28 0.25 0.026
H 1.614 1.557 -3.593 0.24 0.45 0.04 0.027
C -2.101 -0.352 1.928 -0.19 1.36 0.47 -0.071
C -0.886 -1.085 1.556 0.44 -2.60 -0.53 -0.506
C -0.981 -2.387 1.172 0.18 0.75 0.32 0.016
N 0.338 -0.417 1.572 0.07 0.17 0.55 0.076
H -2.108 0.625 1.441 -0.32 -0.03 -0.36 0.071
H -2.158 -0.070 2.994 0.22 -0.45 -0.13 0.089
H -2.971 -0.946 1.687 -0.23 0.13 -0.09 0.074
H -0.076 -3.001 1.081 -0.46 0.25 -0.28 0.050
H -1.962 -2.844 0.999 0.55 0.14 0.20 0.050
H 0.478 0.135 2.402 -0.03 0.34 0.14 0.091
H 1.154 -1.003 1.442 -0.20 -0.10 -0.18 0.092
```
Positions in Å, forces in eV/Å.

LUMO level   0.9 eV
Kohn-Sham gap   9.1 eV
Total charge   0

=====

No. 6
CH5NO2Si | ωB97M-V/def2-TZVPD

```
10
Properties=species:S:1:pos:R:3:forces:R:3:lowdin_charge:R:1
C -0.237 -0.401 -0.558 3.28 1.44 -4.32 -0.330
N -1.516 0.000 -0.115 -1.44 -1.60 1.58 -0.526
O -2.306 -0.897 0.188 0.30 0.42 -0.57 0.051
O -1.693 1.158 0.123 -0.46 1.61 -0.18 0.044
Si 1.191 0.174 0.564 0.23 0.63 0.36 0.633
H -0.168 -1.484 -0.728 -0.38 0.55 -0.31 0.074
H 0.075 0.354 -1.769 -1.16 -2.57 3.77 0.226
H 1.115 1.693 0.633 -0.17 -0.89 0.45 -0.060
H 1.076 -0.641 1.917 0.33 0.95 -1.35 -0.040
H 2.463 0.044 -0.255 -0.55 -0.54 0.57 -0.071
```
Positions in Å, forces in eV/Å.

LUMO level   -0.2 eV
Kohn-Sham gap   10.8 eV
Total charge   0

=====

No. 7
C3H6O3 | ωB97M-V/def2-TZVPD

```
12
Properties=species:S:1:pos:R:3:forces:R:3:lowdin_charge:R:1
C -0.117 2.020 0.397 -0.10 0.24 0.10 -0.038
O 0.559 0.858 -0.087 -0.03 -0.14 -0.08 -0.032
C 0.012 -0.313 0.244 -0.26 -0.10 0.15 -0.480
O -0.803 -0.478 1.123 0.30 0.13 -0.42 0.115
C 0.472 -1.418 -0.682 0.17 0.22 -0.07 -0.171
O -0.361 -2.534 -0.570 -0.02 -0.10 0.19 -0.037
H -1.194 1.881 0.281 0.10 0.11 0.07 0.098
H 0.113 2.216 1.446 0.01 -0.08 -0.10 0.097
H 0.232 2.839 -0.232 -0.05 -0.07 0.15 0.095
H 0.434 -1.008 -1.698 0.01 -0.16 0.06 0.133
H 1.524 -1.659 -0.466 -0.13 0.03 0.02 0.136
H -0.871 -2.406 0.245 -0.01 -0.07 -0.07 0.085
```
Positions in Å, forces in eV/Å.

LUMO level   0.8 eV
Kohn-Sham gap   11.4 eV
Total charge   0

=====

No. 8
C4H7NO | ωB97M-V/def2-TZVPD

```
13
Properties=species:S:1:pos:R:3:forces:R:3:lowdin_charge:R:1
C -2.174 -0.120 -0.094 -1.19 0.45 -0.94 -0.067
C 0.805 -1.283 0.454 -0.01 -0.27 3.16 -0.149
C 0.298 0.006 -0.065 -2.26 -1.89 2.06 -0.462
C 1.105 1.223 -0.185 1.02 0.62 -1.19 -0.032
N -1.172 0.484 0.318 3.44 -0.32 -0.46 0.048
O 0.572 -1.135 -0.884 -0.51 0.79 -1.74 -0.006
H -3.137 0.424 0.008 0.36 -0.80 0.36 0.081
H -2.136 -1.007 -0.706 -0.03 -0.50 -0.24 0.074
H 1.843 -1.163 0.853 -0.60 -0.72 -0.63 0.122
H 0.157 -2.050 1.006 0.86 1.29 -0.78 0.138
H 2.052 1.458 0.318 -0.33 -1.09 0.73 0.088
H 0.337 1.852 0.213 0.26 1.85 -0.58 0.062
H 1.450 1.312 -1.236 -1.00 0.60 0.25 0.102
```
Positions in Å, forces in eV/Å.

LUMO level   1.1 eV
Kohn-Sham gap   11.0 eV
Total charge   0

=====

HOMO energy across the listed records, respectively: -0.46632; -0.36882; -0.06321; -0.29110; -0.30064; -0.40509; -0.39003; -0.36270 Eh.
Relative energy (zero: lowest compared OMol25 entry of this formula, charge and spin) across the listed records, respectively: 123.8; 308.7; 9.4; 557.1; 95.5; 302.2; 76.4; 359.6 kJ/mol.